Entry 1:
{"formula": "C2HFN2O2", "method": "wB97M-V/def2-TZVPD", "species": ["C", "C", "H", "N", "N", "O", "O", "F"], "positions_angstrom": [[0.271, -0.271, -0.057], [-0.082, 0.957, 0.031], [1.795, -1.706, 0.764], [-0.890, -1.073, -0.160], [-1.846, -0.299, -0.113], [1.641, -0.632, -0.246], [-1.486, 0.992, -0.096], [0.597, 2.033, -0.124]], "de_lowest_kcal_mol": 130.54, "mol_weight_g_mol": 104.04, "largest_force_ev_per_a": 6.597, "gap_ev": 9.13, "lumo_ev": -1.194, "homo_ev": -10.3196}

***

Entry 2:
{"formula": "C47H49BrHfN7SSiTe", "method": "wB97M-V/def2-TZVPD", "species": ["Hf", "C", "C", "C", "C", "C", "C", "C", "N", "N", "C", "C", "C", "C", "C", "C", "N", "C", "C", "C", "C", "C", "C", "N", "H", "H", "H", "H", "H", "H", "H", "H", "H", "H", "H", "H", "H", "H", "H", "H", "H", "H", "H", "H", "Br", "C", "C", "C", "N", "C", "C", "H", "H", "H", "H", "S", "C", "N", "C", "C", "N", "H", "H", "H", "H", "H", "H", "C", "C", "C", "C", "C", "C", "Si", "C", "C", "C", "C", "C", "C", "H", "H", "H", "H", "H", "H", "H", "H", "H", "H", "H", "C", "Te", "C", "C", "C", "C", "C", "C", "C", "H", "H", "H", "H", "H", "H", "H", "H"], "positions_angstrom": [[0.487, 0.411, -0.586], [3.882, 0.712, -0.565], [3.699, 2.220, -0.662], [2.862, 2.723, 0.480], [3.355, 3.746, 1.272], [2.612, 4.228, 2.335], [1.375, 3.654, 2.565], [0.953, 2.632, 1.744], [1.659, 2.142, 0.707], [2.859, -0.012, -1.372], [3.177, -1.447, -1.205], [2.020, -2.302, -1.596], [2.233, -3.642, -1.877], [1.164, -4.452, -2.197], [-0.093, -3.873, -2.263], [-0.222, -2.533, -1.983], [0.804, -1.719, -1.631], [3.087, 0.270, -2.820], [1.988, 0.995, -3.521], [2.238, 1.513, -4.787], [1.205, 2.080, -5.504], [-0.051, 2.134, -4.911], [-0.201, 1.638, -3.639], [0.789, 1.052, -2.929], [3.767, 0.389, 0.470], [4.876, 0.401, -0.898], [3.222, 2.482, -1.611], [4.659, 2.731, -0.668], [4.328, 4.159, 1.044], [2.990, 5.025, 2.961], [0.740, 3.979, 3.376], [-0.013, 2.186, 1.918], [3.442, -1.637, -0.170], [4.055, -1.702, -1.805], [3.240, -4.035, -1.837], [1.308, -5.504, -2.407], [-0.968, -4.446, -2.539], [-1.183, -2.071, -2.057], [3.209, -0.678, -3.346], [4.032, 0.802, -2.948], [3.236, 1.451, -5.199], [1.373, 2.481, -6.495], [-0.896, 2.582, -5.415], [-1.150, 1.763, -3.144], [-1.568, 7.309, -1.594], [-1.109, 5.522, -1.339], [0.125, 5.036, -1.760], [0.416, 3.707, -1.551], [-0.414, 2.826, -0.963], [-1.594, 3.322, -0.555], [-1.982, 4.638, -0.723], [0.850, 5.681, -2.236], [1.379, 3.335, -1.873], [-2.268, 2.644, -0.056], [-2.951, 4.963, -0.372], [-1.748, 0.598, 1.336], [-2.253, 0.293, 2.966], [-1.714, -0.459, 3.903], [-2.548, -0.515, 5.112], [-3.683, 0.482, 4.790], [-3.368, 0.866, 3.408], [-0.973, -1.121, 3.705], [-1.969, -0.218, 5.984], [-2.913, -1.530, 5.260], [-3.665, 1.355, 5.440], [-4.668, 0.022, 4.841], [-3.902, 1.511, 2.852], [3.851, 0.777, 4.913], [2.494, 1.052, 4.812], [1.739, 0.467, 3.807], [2.309, -0.416, 2.885], [3.675, -0.685, 3.015], [4.443, -0.094, 4.010], [1.306, -1.261, 1.527], [0.045, -2.407, 2.337], [0.298, -2.924, 3.613], [-0.573, -3.831, 4.203], [-1.704, -4.258, 3.519], [-1.955, -3.785, 2.237], [-1.086, -2.870, 1.662], [4.441, 1.227, 5.700], [2.026, 1.719, 5.526], [0.682, 0.706, 3.750], [4.151, -1.404, 2.354], [5.495, -0.333, 4.097], [2.253, -2.291, 1.031], [1.176, -2.605, 4.163], [-0.363, -4.214, 5.193], [-2.381, -4.967, 3.977], [-2.826, -4.131, 1.695], [-1.303, -2.490, 0.670], [-2.675, -0.576, -3.592], [-2.527, 0.177, -1.584], [-3.463, -1.661, -1.030], [-4.193, -2.090, -2.280], [-5.245, -2.997, -2.206], [-5.903, -3.394, -3.357], [-5.523, -2.878, -4.589], [-4.484, -1.966, -4.669], [-3.808, -1.573, -3.518], [-1.733, -1.024, -3.908], [-2.902, 0.253, -4.260], [-4.119, -1.456, -0.187], [-2.712, -2.382, -0.717], [-5.558, -3.386, -1.244], [-6.724, -4.095, -3.294], [-6.048, -3.176, -5.487], [-4.203, -1.551, -5.629]], "de_lowest_kcal_mol": 13.24, "mol_weight_g_mol": 1158.11, "total_charge": 3, "largest_force_ev_per_a": 0.738, "gap_ev": 6.78, "lumo_ev": -8.176, "homo_ev": -14.9513}

***

Entry 3:
{"formula": "C12H18F30Na4O9P5", "method": "wB97M-V/def2-TZVPD", "species": ["Na", "Na", "Na", "Na", "P", "F", "F", "F", "F", "F", "F", "P", "F", "F", "F", "F", "F", "F", "P", "F", "F", "F", "F", "F", "F", "P", "F", "F", "F", "F", "F", "F", "P", "F", "F", "F", "F", "F", "F", "C", "C", "C", "O", "C", "O", "O", "H", "H", "H", "H", "H", "H", "C", "C", "C", "O", "C", "O", "O", "H", "H", "H", "H", "H", "H", "C", "C", "C", "O", "C", "O", "O", "H", "H", "H", "H", "H", "H"], "positions_angstrom": [[-2.374, -2.593, 1.169], [2.925, -1.812, 2.731], [3.452, 0.041, -2.431], [-1.874, -1.257, -3.504], [-0.310, -4.504, -4.844], [0.186, -3.497, -6.042], [-0.301, -5.772, -5.916], [1.274, -4.804, -4.505], [-0.799, -5.619, -3.754], [-0.220, -3.268, -3.690], [-1.909, -4.086, -5.133], [5.198, -0.047, 0.082], [5.829, 1.281, 0.701], [3.835, 0.843, -0.197], [5.697, 0.211, -1.466], [4.621, -1.432, -0.508], [6.522, -0.868, 0.294], [4.697, -0.422, 1.616], [-1.045, -6.169, 0.540], [-0.958, -5.650, -1.006], [-2.520, -6.851, 0.351], [-0.265, -7.539, 0.218], [-0.964, -6.516, 2.150], [0.349, -5.415, 0.892], [-1.769, -4.769, 0.862], [-0.005, -3.005, 4.224], [0.534, -3.339, 2.746], [-0.711, -4.456, 4.354], [1.404, -3.556, 4.918], [-0.534, -2.722, 5.721], [0.645, -1.546, 4.073], [-1.380, -2.478, 3.522], [0.529, -1.127, -0.242], [1.925, -1.480, -0.929], [1.324, -1.186, 1.172], [0.768, 0.492, -0.645], [-0.799, -0.747, 0.519], [-0.221, -1.163, -1.780], [0.219, -2.704, -0.058], [0.919, 3.527, -2.521], [-0.017, 3.671, -3.761], [-1.489, 3.410, -3.457], [-2.096, 4.623, -3.906], [-1.220, 5.466, -4.324], [-1.516, 6.595, -4.667], [-0.014, 5.043, -4.210], [1.965, 3.821, -2.613], [0.763, 2.590, -1.987], [0.376, 4.226, -1.885], [0.285, 3.035, -4.594], [-1.583, 3.284, -2.379], [-1.883, 2.531, -3.968], [-4.761, 0.979, 1.191], [-3.882, 2.238, 1.282], [-2.489, 2.269, 0.588], [-2.443, 3.483, -0.095], [-3.665, 4.021, -0.138], [-4.013, 4.981, -0.736], [-4.548, 3.210, 0.429], [-4.671, 0.331, 2.064], [-4.446, 0.469, 0.280], [-5.825, 1.210, 1.155], [-3.907, 2.629, 2.299], [-2.332, 1.429, -0.089], [-1.719, 2.155, 1.351], [0.259, 1.842, 3.837], [1.381, 1.702, 2.776], [1.750, 3.006, 2.044], [3.121, 3.137, 2.484], [3.596, 2.061, 3.093], [4.781, 1.837, 3.328], [2.631, 1.248, 3.264], [0.098, 0.907, 4.373], [-0.692, 2.149, 3.401], [0.554, 2.551, 4.610], [1.026, 0.985, 2.036], [1.189, 3.914, 2.264], [1.539, 2.961, 0.976]], "mol_weight_g_mol": 1123.04, "multiplicity": 2, "largest_force_ev_per_a": 5.533, "gap_ev": [8.11, 2.23], "lumo_ev": [-2.867, -8.741], "homo_ev": [-10.9754, -10.9754]}